Density functional theory data (ωB97M-V/def2-TZVPD) for a cluster of 2 separate species, C2H11N3 in total at a distorted geometry.

Calculated values
- net charge = 0
- structure (SMILES) = NCN.CN
- molar mass (u) = 77.13

Geometry (Å):
1 C -0.10 0.60 3.60
2 N 0.73 1.75 3.25
3 H -0.49 0.15 2.69
4 H -1.00 0.97 4.13
5 H 0.35 -0.13 4.27
6 H 1.46 1.48 2.61
7 H 1.21 2.02 4.10
8 N -0.65 -1.69 -3.18
9 C -0.41 -0.23 -2.93
10 N 0.57 -0.08 -1.85
11 H -1.57 -1.95 -3.51
12 H 0.05 -2.06 -3.81
13 H -0.02 0.20 -3.84
14 H -1.40 0.07 -2.61
15 H 0.08 -0.22 -0.97
16 H 1.20 -0.88 -1.95



Density functional theory data (ωB97M-V/def2-TZVPD) for a cluster of 2 separate species, C27H26N4O2 in total at a distorted geometry.

Calculated values
- net charge = 0
- molar mass (u) = 438.53

Geometry (Å):
1 C -0.86 -0.23 4.02
2 N 0.13 0.74 3.78
3 O 1.31 0.36 3.66
4 O -0.19 1.94 3.69
5 C -2.23 0.01 4.06
6 C -2.78 1.30 3.91
7 C -4.13 1.50 3.97
8 C -5.00 0.42 4.16
9 C -6.37 0.66 4.24
10 N -7.51 0.88 4.32
11 C -4.47 -0.86 4.28
12 C -3.13 -1.07 4.24
13 H -0.50 -1.24 4.16
14 H -2.12 2.14 3.76
15 H -4.54 2.49 3.85
16 H -5.16 -1.69 4.40
17 H -2.73 -2.07 4.35
18 C 7.37 1.05 -1.53
19 N 6.28 1.15 -0.56
20 C 6.52 1.59 0.83
21 C 5.13 1.50 1.50
22 C 4.21 1.00 0.41
23 C 4.94 0.84 -0.78
24 C 4.29 0.46 -1.95
25 C 2.93 0.24 -1.93
26 C 2.18 0.32 -0.72
27 C 0.80 0.05 -0.60
28 C -0.19 -0.42 -1.51
29 C -1.53 -0.45 -1.06
30 C -2.54 -0.85 -1.89
31 C -2.26 -1.22 -3.23
32 N -3.45 -1.58 -3.87
33 C -3.58 -2.05 -5.24
34 C -4.61 -1.52 -2.96
35 C -4.02 -1.02 -1.62
36 C -0.94 -1.24 -3.68
37 C 0.07 -0.87 -2.84
38 C 2.87 0.74 0.45
39 H 7.00 0.70 -2.49
40 H 7.83 2.03 -1.67
41 H 8.12 0.35 -1.17
42 H 7.26 0.93 1.30
43 H 6.92 2.61 0.82
44 H 5.12 0.81 2.35
45 H 4.78 2.48 1.86
46 H 4.84 0.36 -2.87
47 H 2.44 0.06 -2.86
48 H 0.41 0.24 0.38
49 H -1.77 -0.16 -0.05
50 H -2.62 -2.03 -5.76
51 H -3.95 -3.08 -5.25
52 H -4.27 -1.41 -5.79
53 H -5.36 -0.84 -3.38
54 H -5.05 -2.52 -2.88
55 H -4.17 -1.74 -0.81
56 H -4.46 -0.07 -1.30
57 H -0.73 -1.56 -4.69
58 H 1.08 -1.00 -3.17
59 H 2.34 0.85 1.38



Density functional theory data (ωB97M-V/def2-TZVPD) for a structure of composition C33H49AgAs3Cl2N5O3S at a distorted geometry.

Calculated values
- net charge = 0
- molar mass (u) = 999.39

Geometry (Å):
1 Ag -0.18 -0.29 -0.20
2 Cl 1.27 -6.69 4.04
3 C 0.76 -5.18 3.36
4 C -0.40 -4.58 3.85
5 C -0.83 -3.41 3.29
6 Cl -2.24 -2.68 3.93
7 C -0.17 -2.72 2.20
8 O -0.63 -1.66 1.73
9 C 1.05 -3.38 1.78
10 C 1.88 -2.83 0.75
11 O 1.69 -1.84 0.05
12 C 1.48 -4.58 2.36
13 H -0.94 -5.03 4.68
14 H 2.82 -3.41 0.60
15 H 2.40 -5.02 2.01
16 C 2.50 -0.99 -4.63
17 As 2.26 -1.21 -2.66
18 C 3.21 -2.94 -2.66
19 C 3.86 -0.19 -2.06
20 C 3.64 1.25 -1.58
21 C 3.13 1.22 -0.13
22 C 2.64 1.99 -2.46
23 As 0.72 1.81 -2.00
24 C 0.53 3.64 -1.28
25 C 0.03 2.25 -3.80
26 C 5.00 1.99 -1.53
27 As 6.13 2.64 -3.05
28 C 5.05 4.15 -3.75
29 C 5.79 1.44 -4.58
30 H 3.54 -1.09 -4.92
31 H 2.12 -0.03 -4.99
32 H 1.93 -1.78 -5.13
33 H 4.19 -2.83 -3.12
34 H 2.64 -3.68 -3.23
35 H 3.34 -3.30 -1.65
36 H 4.57 -0.19 -2.89
37 H 4.30 -0.77 -1.25
38 H 2.22 0.61 -0.07
39 H 2.90 2.24 0.20
40 H 3.87 0.80 0.53
41 H 2.77 1.66 -3.50
42 H 2.85 3.07 -2.43
43 H 1.02 4.36 -1.93
44 H 0.99 3.69 -0.29
45 H -0.52 3.91 -1.19
46 H 0.62 3.04 -4.26
47 H -1.01 2.58 -3.71
48 H 0.06 1.36 -4.44
49 H 5.69 1.35 -0.96
50 H 4.87 2.90 -0.93
51 H 4.75 4.81 -2.94
52 H 4.17 3.81 -4.28
53 H 5.66 4.72 -4.44
54 H 6.23 0.45 -4.41
55 H 6.28 1.87 -5.45
56 H 4.73 1.33 -4.80
57 C -0.06 3.25 4.53
58 C -1.51 3.12 4.09
59 C -1.60 2.72 2.66
60 N -0.76 1.98 2.06
61 N -1.03 1.73 0.78
62 C -2.12 2.29 0.36
63 N -2.56 2.24 -0.91
64 S -2.92 3.25 1.60
65 H -0.01 3.53 5.58
66 H 0.46 3.99 3.93
67 H 0.45 2.29 4.39
68 H -2.05 4.05 4.25
69 H -2.00 2.35 4.69
70 H -2.24 1.40 -1.38
71 H -3.54 2.45 -1.06
72 C -5.42 -3.02 2.33
73 N -4.29 -2.73 1.51
74 N -4.06 -1.48 0.96
75 C -3.04 -1.57 0.02
76 O -2.60 -0.59 -0.60
77 C -2.73 -2.95 -0.05
78 C -3.51 -3.62 0.86
79 C -3.57 -5.07 1.16
80 C -4.54 -0.32 1.60
81 C -4.35 -0.14 2.96
82 C -4.89 0.96 3.60
83 C -5.62 1.89 2.88
84 C -5.77 1.74 1.52
85 C -5.23 0.64 0.87
86 H -6.00 -2.11 2.48
87 H -5.10 -3.40 3.30
88 H -6.07 -3.77 1.86
89 H -1.95 -3.37 -0.65
90 H -2.88 -5.60 0.51
91 H -4.57 -5.46 1.00
92 H -3.30 -5.25 2.19
93 H -3.78 -0.87 3.52
94 H -4.75 1.07 4.67
95 H -6.05 2.74 3.40
96 H -6.33 2.47 0.96
97 H -5.35 0.51 -0.20



It is found that the energy relative to the best compared isomer or geometry (same formula, charge and spin) values, taken in the order of the records, are 0.6549; 6.1470; 1.3958 eV.
It is found that the HOMO-LUMO gap values, taken in the order of the records, are 10.29; 3.37; 7.53 eV.